{"formula": "C3H4N2O", "method": "ωB97M-V with the def2-TZVPD basis set", "homo_energy_ev": -8.502, "energy_ev": -8202.113, "relative_energy_ev": 1.7723, "largest_force_ev_per_a": 0.452, "smiles": "Nc1ccno1", "species": ["N", "C", "C", "C", "N", "O", "H", "H", "H", "H"], "xyz": [[-0.885789, -1.036549, 1.209184], [-0.200748, -0.189122, 0.396093], [0.388820, -0.302318, -0.834182], [0.735691, 1.041393, -1.123563], [0.440837, 1.873372, -0.162445], [-0.147397, 1.075905, 0.822397], [-1.175763, -0.693189, 2.108990], [-0.857272, -2.027962, 1.059136], [0.541796, -1.182742, -1.439240], [1.159824, 1.441212, -2.036370]], "forces_ev_per_angstrom": [[0.01, -0.01, 0.04], [-0.01, 0.04, -0.11], [-0.10, 0.00, 0.10], [0.02, 0.18, 0.04], [0.14, -0.11, -0.42], [-0.20, -0.18, 0.12], [0.10, -0.10, -0.06], [0.08, 0.11, 0.00], [-0.13, 0.14, 0.10], [0.09, -0.07, 0.17]], "nbo_charge": [-0.81, 0.50, -0.47, -0.01, -0.16, -0.32, 0.41, 0.40, 0.23, 0.22]}